(1)
Entry from OMol25: C3HNS in the gas phase at a distorted geometry (ωB97M-V with the def2-TZVPD basis set).

Properties
frontier orbital gap (spin up / spin down): 0.2291 / 0.2289 Eh
E_LUMO (spin up / spin down): -2.775 / -2.781 eV
HOMO (spin up / spin down): -9.0090 / -9.0082 eV
energy above the lowest of the compared OMol25 structures with the same formula, charge and spin: 397.43 kJ/mol
E: -15446.4705 eV

Positions of all 6 atoms, in Å:
1 C 1.1541 0.3868 0.0928
2 C -1.3593 -0.2635 0.0183
3 C -0.1912 0.1832 -0.0072
4 N 2.1254 1.0435 0.0156
5 S -2.8822 -0.5325 0.0265
6 H 1.1532 -0.8175 -0.1459



(2)
Entry from OMol25: C15H19N3O3S2 in the gas phase at a distorted geometry (ωB97M-V with the def2-TZVPD basis set).

Properties
frontier orbital gap: 0.3549 Eh
E_LUMO: 0.367 eV
HOMO: -9.2907 eV
energy above the lowest of the compared OMol25 structures with the same formula, charge and spin: 118.73 kJ/mol
E: -48146.1858 eV

Positions of all 42 atoms, in Å:
1 C -5.3672 -0.8661 0.6935
2 C -4.4688 0.0281 -0.1531
3 C -2.9792 -0.2457 0.0508
4 C -2.5523 -1.6105 -0.4929
5 C -1.1117 -1.8749 -0.2626
6 N -0.4324 -1.4723 0.7453
7 N 0.8363 -1.8729 0.7650
8 C 1.1675 -2.5865 -0.2584
9 N 2.3851 -3.1466 -0.5039
10 C 3.6263 -2.7771 -0.0231
11 O 4.6106 -3.3490 -0.4187
12 C 3.6305 -1.6483 0.9509
13 S 3.2370 -0.0905 0.0105
14 O 2.4287 -0.4140 -1.1317
15 O 4.4800 0.5775 -0.2388
16 C 2.2662 0.9107 1.2013
17 C 1.6598 2.0158 0.4125
18 C 2.4463 3.0693 -0.0395
19 C 1.8913 4.0619 -0.8269
20 C 0.5505 4.0101 -1.1705
21 C -0.2349 2.9595 -0.7271
22 C 0.3178 1.9630 0.0572
23 S -0.1582 -2.8518 -1.3767
24 H -5.0955 -0.7913 1.7440
25 H -5.2894 -1.9070 0.3899
26 H -6.4061 -0.5635 0.5861
27 H -4.6629 1.0699 0.1106
28 H -4.7201 -0.0970 -1.2088
29 H -2.4036 0.5260 -0.4630
30 H -2.7357 -0.1964 1.1127
31 H -2.7621 -1.6741 -1.5626
32 H -3.1227 -2.3999 0.0057
33 H 2.4270 -3.7994 -1.2783
34 H 4.6224 -1.5089 1.3687
35 H 2.8601 -1.7599 1.7053
36 H 1.5185 0.2500 1.6279
37 H 2.9863 1.2499 1.9399
38 H 3.4944 3.0967 0.2163
39 H 2.5075 4.8763 -1.1774
40 H 0.1193 4.7854 -1.7864
41 H -1.2804 2.9167 -0.9966
42 H -0.2862 1.1374 0.4034



(3)
Entry from OMol25: C42H38Cl2CsF3N8O3 as an isolated structure (ωB97M-V with the def2-TZVPD basis set).

Properties
total charge: -2
frontier orbital gap: 0.1801 Eh
E_LUMO: 3.744 eV
HOMO: -1.1566 eV
E: -95980.3215 eV

Positions of all 97 atoms, in Å:
1 Cs 0.1081 1.5533 -1.3289
2 N 3.1269 0.1898 -1.6706
3 C 3.4999 0.9857 -0.5091
4 C 4.5788 0.3472 0.4031
5 C 4.1000 -0.1791 1.7746
6 C 4.6929 0.4899 3.0098
7 N 4.2546 1.8946 3.1204
8 C 4.7481 2.8650 2.3698
9 N 6.0198 2.8446 1.9060
10 N 4.0112 3.9339 2.0840
11 C 3.7571 2.4590 -0.9548
12 O 4.8269 3.0644 -0.6132
13 O 2.8425 2.9465 -1.6372
14 H 2.7043 -0.6930 -1.3756
15 H 3.9275 0.0347 -2.2670
16 H 2.5901 1.0839 0.0972
17 H 5.3542 1.1042 0.5201
18 H 5.0468 -0.4728 -0.1449
19 H 4.2485 -1.2567 1.8609
20 H 3.0213 -0.0458 1.8548
21 H 5.7850 0.4511 3.0297
22 H 4.3415 -0.0057 3.9148
23 H 3.2574 1.9865 3.2992
24 H 6.4707 1.9476 1.9890
25 H 6.0131 3.1564 0.9287
26 H 3.0275 3.8750 2.3255
27 H 4.1976 4.2919 1.1381
28 Cl 3.2004 -4.1099 -0.4912
29 C 1.5040 -4.0147 -0.9085
30 C 0.8276 -5.1951 -1.2125
31 C -0.5014 -5.1705 -1.5370
32 Cl -1.3191 -6.6818 -1.9027
33 C -1.2096 -3.9442 -1.5916
34 C -2.5780 -3.8438 -1.9313
35 C -3.1736 -2.6146 -1.9652
36 C -2.3957 -1.4779 -1.6778
37 N -1.1214 -1.5299 -1.3692
38 C -0.5191 -2.7395 -1.2941
39 C 0.8981 -2.7360 -0.8979
40 O 1.4882 -1.6726 -0.5665
41 H 1.3637 -6.1346 -1.1806
42 H -3.1369 -4.7437 -2.1515
43 H -4.2227 -2.5007 -2.2104
44 H -2.8388 -0.4847 -1.7095
45 C 2.5226 -3.3014 4.6772
46 C 2.2483 -2.0661 5.2608
47 C 1.6163 -1.0706 4.5340
48 C 1.2358 -1.2768 3.2037
49 C 1.5074 -2.5222 2.6351
50 C 2.1454 -3.5215 3.3595
51 C 0.6198 -0.2028 2.3815
52 C 0.4209 1.0276 2.8228
53 C 0.0904 2.3078 2.4588
54 C 1.0219 3.1882 1.8015
55 C 0.7205 4.5128 1.5451
56 C -0.4919 5.0788 1.9273
57 C -1.4488 4.2201 2.4960
58 C -1.1943 2.8942 2.7364
59 H 3.0192 -4.0796 5.2459
60 H 2.5298 -1.8817 6.2928
61 H 1.3964 -0.1028 4.9724
62 H 1.2379 -2.6967 1.5982
63 H 2.3565 -4.4703 2.8796
64 H 0.3907 -0.5192 1.3570
65 H 1.8972 2.7027 1.3852
66 H 1.4137 5.1364 0.9823
67 H -0.7212 6.1119 1.7047
68 H -2.4386 4.6023 2.7262
69 H -1.9729 2.2584 3.1418
70 F -8.7836 -1.5735 0.9342
71 C -8.9095 -0.3815 0.3174
72 F -9.4999 0.4404 1.2241
73 F -9.8315 -0.5502 -0.6604
74 C -7.6176 0.1482 -0.1969
75 C -7.6180 1.1077 -1.2058
76 C -6.4277 1.6342 -1.6666
77 C -5.1890 1.2223 -1.1394
78 C -5.2171 0.2621 -0.1111
79 C -6.4081 -0.2669 0.3498
80 C -3.9581 1.7333 -1.6345
81 C -2.8553 2.1107 -2.0442
82 H -8.5564 1.4362 -1.6362
83 H -6.4284 2.3769 -2.4533
84 H -4.2782 -0.0599 0.3198
85 H -6.3953 -1.0085 1.1381
86 N -2.7747 -0.2969 -6.2778
87 C -1.4733 -0.3312 -5.8111
88 C -1.1888 -0.0220 -4.4682
89 N 0.0440 -0.0190 -4.0155
90 C 1.0273 -0.2823 -4.8844
91 C 0.7388 -0.5863 -6.1967
92 N -0.5114 -0.6247 -6.6718
93 H -3.4922 -0.3914 -5.5771
94 H -2.9254 -0.8414 -7.1111
95 H -1.9815 0.2485 -3.7760
96 H 2.0384 -0.2584 -4.4974
97 H 1.5314 -0.8140 -6.9009



(4)
Entry from OMol25: a 9-piece molecular cluster, H17O9 overall at a distorted geometry (ωB97M-V with the def2-TZVPD basis set).

Properties
total charge: -1
frontier orbital gap: 0.3863 Eh
E_LUMO: 3.273 eV
HOMO: -7.2394 eV
energy above the lowest of the compared OMol25 structures with the same formula, charge and spin: 120.81 kJ/mol
E: -18705.2729 eV

Positions of all 26 atoms, in Å:
1 O 3.0792 0.1135 2.2584
2 H 3.5856 0.3519 1.5069
3 H 2.1722 -0.0804 2.0179
4 O 1.3688 -2.1222 1.3616
5 H 0.6703 -1.4112 1.2014
6 O -2.1321 0.4148 -0.4949
7 H -1.4027 0.1480 0.3043
8 H -3.0269 0.3586 -0.0422
9 O 0.3043 2.1135 0.9613
10 H 0.8697 2.1980 1.6885
11 H -0.0425 1.1588 0.9065
12 O -0.3753 -3.2676 -2.0820
13 H -1.0638 -2.8296 -1.6544
14 H 0.3166 -3.2944 -1.4281
15 O 1.4923 3.6834 -0.8286
16 H 0.8387 3.2264 -0.1756
17 H 1.1619 3.4745 -1.6971
18 O -0.3641 -0.2721 1.1773
19 H -0.8754 -0.2171 1.8868
20 H 1.9925 -1.9580 2.1042
21 O -0.8371 1.1296 -3.2990
22 H -0.5973 0.5585 -2.5732
23 H -1.6372 1.5170 -2.8894
24 O -1.9795 -2.0552 -0.0452
25 H -1.2338 -1.6771 0.4616
26 H -2.2846 -1.2616 -0.6270



(5)
Entry from OMol25: an isolated ion of composition C5H8N2 and charge -1 at a distorted geometry (ωB97M-V with the def2-TZVPD basis set).

Properties
total charge: -1
frontier orbital gap (spin up / spin down): 0.1158 / 0.3062 Eh
2S+1: 2
E_LUMO (spin up / spin down): 4.270 / 4.187 eV
HOMO (spin up / spin down): 1.1188 / -4.1456 eV
expectation value of S²: 0.75
energy above the lowest of the compared OMol25 structures with the same formula, charge and spin: 142.94 kJ/mol
E: -8292.4031 eV

Positions of all 15 atoms, in Å:
1 C -1.0826 0.6227 -1.7996
2 C -0.1408 -0.3556 -1.1841
3 C 0.3562 -0.0372 0.2010
4 C -0.6223 -0.1310 1.2109
5 N -0.0725 -0.2328 2.4301
6 C 1.2356 -0.1905 2.3060
7 N 1.5277 -0.2062 0.8697
8 H -1.7959 0.8813 -1.0122
9 H -1.8319 0.3876 -2.5770
10 H -0.5260 1.5464 -1.8955
11 H -0.5576 -1.3630 -1.0335
12 H 0.7928 -0.5409 -1.7697
13 H -1.6429 -0.3261 0.8563
14 H 2.0269 -0.3013 3.0135
15 H 2.3333 0.2467 0.3840



(6)
Entry from OMol25: an isolated ion of composition C4H8N3O2 and charge +1 at a distorted geometry (ωB97M-V with the def2-TZVPD basis set).

Properties
total charge: +1
frontier orbital gap: 0.3773 Eh
E_LUMO: -5.340 eV
HOMO: -15.6079 eV
energy above the lowest of the compared OMol25 structures with the same formula, charge and spin: 424.70 kJ/mol
E: -12832.8695 eV

Positions of all 17 atoms, in Å:
1 C -0.6442 -1.1651 1.2247
2 C -0.1673 0.0808 0.5097
3 C 0.6268 1.2628 1.0802
4 N -1.0814 0.4572 -0.4849
5 C -0.8674 0.0364 -1.7894
6 O -1.4778 0.0497 -2.8031
7 N 0.6220 -0.4751 -1.8070
8 N 1.1624 -0.3992 -0.6379
9 O 2.2687 -0.5827 -0.2748
10 H -1.7026 -1.2989 1.3240
11 H -0.3114 -1.2523 2.2667
12 H -0.4129 -2.1034 0.6950
13 H 0.2308 1.6098 2.0287
14 H 0.6501 2.0506 0.3617
15 H 1.6768 1.0623 1.2661
16 H -1.7706 1.1766 -0.3052
17 H 1.1982 -0.5095 -2.6545



(7)
Entry from OMol25: C24H52BrF4KLiN6O8PS as an isolated structure at a distorted geometry (ωB97M-V with the def2-TZVPD basis set).

Properties
frontier orbital gap: 0.0436 Eh
E_LUMO: -4.905 eV
HOMO: -6.0929 eV
E: -168598.0420 eV

Positions of all 99 atoms, in Å:
1 C 2.3430 0.8962 -1.2638
2 C 1.5282 1.4992 -0.6330
3 P 0.6213 2.6241 0.3658
4 C -0.2024 1.5882 1.6163
5 C -0.9772 0.4450 0.9264
6 C -0.1698 -0.8917 0.8902
7 C 0.1665 -1.5094 -0.4718
8 C -0.9790 -1.7823 -1.4334
9 O -0.3115 -2.1847 -2.6550
10 C 0.0821 -1.1073 -3.4316
11 C 1.6936 3.8284 1.2104
12 C 2.8685 4.2625 0.2852
13 C 2.4510 4.2581 -1.2000
14 C 3.2899 5.1795 -2.1277
15 N 3.7316 4.4498 -3.3170
16 C 2.6822 4.3652 -4.2368
17 N 1.5640 4.8984 -4.0337
18 N 2.9313 3.6007 -5.4359
19 C -0.6872 3.5668 -0.4981
20 C -1.4775 2.8025 -1.5402
21 C -0.9219 2.5575 -2.9392
22 N -2.6269 2.4192 -1.2108
23 H 3.0528 0.1764 -1.5980
24 H -0.7500 2.1995 2.3369
25 H 0.6054 1.1136 2.1901
26 H -1.8672 0.2378 1.5253
27 H -1.3171 0.7092 -0.0732
28 H -0.6865 -1.6646 1.4611
29 H 0.7941 -0.7262 1.3853
30 H 0.6533 -2.5297 -0.2185
31 H 0.8956 -0.9333 -1.0489
32 H -1.5858 -2.6424 -1.1457
33 H -1.6192 -0.9064 -1.6212
34 H 0.2916 -1.4500 -4.4508
35 H 1.0213 -0.6652 -3.0514
36 H -0.6622 -0.2946 -3.4874
37 H 1.1045 4.6763 1.5664
38 H 2.1050 3.3552 2.1072
39 H 3.1329 5.2944 0.5403
40 H 3.7766 3.6894 0.4739
41 H 1.4180 4.5601 -1.3523
42 H 2.6054 3.2714 -1.6337
43 H 2.7177 6.0680 -2.3748
44 H 4.1810 5.5369 -1.5988
45 H 4.0410 3.5112 -3.0888
46 H 0.9184 4.7489 -4.8000
47 H 2.1525 3.6792 -6.0817
48 H 2.9629 2.6162 -5.1805
49 H -0.3436 4.4902 -0.9649
50 H -1.4053 3.8599 0.2732
51 H -0.3720 3.4577 -3.2423
52 H -0.3001 1.6649 -2.9723
53 H -1.7744 2.5076 -3.6196
54 H -3.0677 1.9237 -1.9844
55 Br 0.9838 -3.8715 1.1390
56 O 0.8077 0.7163 -6.0143
57 H 1.3721 1.5491 -6.1615
58 H 1.1194 -0.0383 -6.5846
59 H -0.1584 0.9001 -6.1496
60 C -3.8205 -7.4317 1.9304
61 C -2.8715 -6.2564 1.9162
62 O -3.0376 -5.2669 2.6219
63 N -1.8003 -6.3091 1.0917
64 C -1.4153 -7.3652 0.1820
65 H -4.6187 -7.2334 2.6397
66 H -4.2604 -7.5766 0.9421
67 H -3.2965 -8.3372 2.2399
68 H -1.2174 -5.4854 1.1527
69 H -0.4222 -7.7265 0.4561
70 H -1.3735 -6.9611 -0.8321
71 H -2.1160 -8.1937 0.2074
72 C -1.3820 -5.5279 5.2460
73 C -2.2068 -6.5276 6.0270
74 O -1.3806 -7.3408 6.8531
75 H -0.6473 -6.0433 4.6202
76 H -2.0159 -4.9111 4.6082
77 H -0.8269 -4.8774 5.9266
78 H -2.7462 -7.1920 5.3493
79 H -2.9358 -6.0109 6.6578
80 H -0.9131 -6.7467 7.4630
81 F -3.8317 -3.4789 3.4162
82 Li 2.9267 1.1764 -5.8877
83 C 2.3626 -4.8363 5.3797
84 C 2.8084 -3.5065 5.7968
85 N 3.1607 -2.4674 6.1231
86 H 1.8671 -5.3401 6.2077
87 H 1.6644 -4.7475 4.5478
88 H 3.2188 -5.4287 5.0630
89 O -1.2969 -5.2093 8.7881
90 H -2.1592 -4.7795 8.7066
91 C -0.9289 8.8515 -2.3773
92 F -0.1983 9.3349 -3.3637
93 F -0.5680 9.5077 -1.2636
94 F -2.2163 9.2241 -2.6250
95 S -0.7197 7.0108 -2.2208
96 O 0.6715 6.8104 -1.9480
97 O -1.1616 6.4800 -3.4767
98 O -1.5776 6.6187 -1.1004
99 K -3.1207 7.5442 -0.4306



Copy entry 4 word for word.
Entry from OMol25: a 9-piece molecular cluster, H17O9 overall at a distorted geometry (ωB97M-V with the def2-TZVPD basis set).

Properties
total charge: -1
frontier orbital gap: 0.3863 Eh
E_LUMO: 3.273 eV
HOMO: -7.2394 eV
energy above the lowest of the compared OMol25 structures with the same formula, charge and spin: 120.81 kJ/mol
E: -18705.2729 eV

Positions of all 26 atoms, in Å:
1 O 3.0792 0.1135 2.2584
2 H 3.5856 0.3519 1.5069
3 H 2.1722 -0.0804 2.0179
4 O 1.3688 -2.1222 1.3616
5 H 0.6703 -1.4112 1.2014
6 O -2.1321 0.4148 -0.4949
7 H -1.4027 0.1480 0.3043
8 H -3.0269 0.3586 -0.0422
9 O 0.3043 2.1135 0.9613
10 H 0.8697 2.1980 1.6885
11 H -0.0425 1.1588 0.9065
12 O -0.3753 -3.2676 -2.0820
13 H -1.0638 -2.8296 -1.6544
14 H 0.3166 -3.2944 -1.4281
15 O 1.4923 3.6834 -0.8286
16 H 0.8387 3.2264 -0.1756
17 H 1.1619 3.4745 -1.6971
18 O -0.3641 -0.2721 1.1773
19 H -0.8754 -0.2171 1.8868
20 H 1.9925 -1.9580 2.1042
21 O -0.8371 1.1296 -3.2990
22 H -0.5973 0.5585 -2.5732
23 H -1.6372 1.5170 -2.8894
24 O -1.9795 -2.0552 -0.0452
25 H -1.2338 -1.6771 0.4616
26 H -2.2846 -1.2616 -0.6270